No. 1
115
Properties=species:S:1:pos:R:3 method="wB97M-V/def2-TZVPD" e_lumo_ha=0.06644 e_tot_ev=-261259.5317 homo_ev=-5.09 charge=-1
Pt 0.2785 0.6461 -0.0564
C 4.7909 -1.4466 -4.5709
C 3.8912 -2.1553 -3.5822
O 3.1394 -1.1793 -2.8540
P 1.5262 -1.2094 -2.9043
S 0.7592 -2.7838 -2.0886
S 1.0046 0.6376 -2.3119
O 1.2424 -1.3115 -4.4992
C 0.9236 -0.1873 -5.3249
C 1.2135 -0.5693 -6.7592
H 5.4033 -2.1717 -5.1116
H 5.4494 -0.7506 -4.0504
H 4.1935 -0.8839 -5.2892
H 4.4802 -2.7122 -2.8547
H 3.2188 -2.8507 -4.0882
H 1.5072 0.6855 -5.0236
H -0.1332 0.0548 -5.1893
H 2.2787 -0.7530 -6.9071
H 0.9025 0.2358 -7.4279
H 0.6674 -1.4744 -7.0267
F 5.0005 -0.8800 1.0330
C 5.2208 -1.3619 2.2591
C 4.3186 -2.2527 2.8280
C 4.6039 -2.6314 4.1284
F 3.7733 -3.4251 4.8227
C 5.7293 -2.2041 4.8110
F 5.9635 -2.6147 6.0606
C 6.6138 -1.3418 4.1943
F 7.7042 -0.9292 4.8346
C 6.3536 -0.9078 2.9079
F 7.1914 -0.0589 2.3145
Ge 2.6756 -2.6468 1.7304
S 1.9428 -0.5747 1.3672
C 1.5713 -3.9359 2.7576
C 0.2067 -3.8439 2.9584
F -0.5024 -2.8452 2.4155
C -0.5077 -4.7837 3.6835
F -1.8214 -4.6479 3.8675
C 0.1513 -5.8767 4.2128
F -0.5186 -6.7875 4.9128
C 1.5091 -6.0266 3.9975
F 2.1456 -7.0891 4.4915
C 2.1861 -5.0657 3.2721
F 3.4976 -5.2666 3.0774
C 3.3689 -3.9465 0.3939
C 4.6699 -4.0352 -0.0817
F 5.6500 -3.2629 0.3945
C 5.0574 -4.9479 -1.0477
F 6.3163 -4.9709 -1.4898
C 4.1386 -5.8469 -1.5487
F 4.5017 -6.7301 -2.4724
C 2.8473 -5.8364 -1.0624
F 1.9689 -6.7369 -1.4967
C 2.4858 -4.8924 -0.1197
F 1.2318 -4.9767 0.3325
C -0.2585 5.1108 1.8591
Si -0.0733 3.3200 2.4124
C -1.7265 2.8906 3.2179
C 1.2489 3.3418 3.7618
O 0.3683 2.3695 1.1938
H -0.2837 5.7773 2.7271
H -1.1878 5.2560 1.3025
H 0.5722 5.4181 1.2190
H -1.7943 3.2847 4.2370
H -1.9020 1.8142 3.2669
H -2.5518 3.3082 2.6342
H 1.0697 4.1479 4.4793
H 2.2320 3.4959 3.3092
H 1.2934 2.4054 4.3221
C 1.6910 -0.1879 4.8971
C 0.3563 -0.5302 4.2758
C -0.7240 0.3050 5.0087
C 0.2308 -0.1984 2.8289
H 1.6961 -0.4846 5.9474
H 1.8855 0.8843 4.8290
H 2.4812 -0.6866 4.3740
H 0.1148 -1.5831 4.4401
H -0.5286 1.3693 4.8890
H -0.6856 0.0549 6.0700
H -1.7290 0.1006 4.6376
H -0.4170 -0.7815 2.1904
H 0.4742 0.8130 2.5239
C -1.2830 3.4651 -1.4740
Ge -1.6836 1.6024 -0.9876
C -3.2359 1.6500 0.2195
C -3.3936 0.7423 1.2644
C -4.4753 0.8152 2.1311
C -5.4259 1.8119 1.9655
C -5.2884 2.7255 0.9292
C -4.2047 2.6413 0.0648
C -2.3139 0.7717 -2.6662
C -2.4017 1.5198 -3.8107
C -2.8727 0.9642 -5.0246
C -3.2604 -0.3413 -5.0814
C -3.1699 -1.1648 -3.9307
C -3.5439 -2.5311 -3.9661
C -3.4250 -3.3175 -2.8573
C -2.9091 -2.7773 -1.6600
C -2.5437 -1.4649 -1.6011
C -2.6785 -0.6093 -2.7249
H -2.1368 4.0038 -1.8910
H -0.4691 3.4698 -2.2012
H -0.9316 3.9795 -0.5817
H -2.6536 -0.0404 1.4044
H -4.5722 0.1007 2.9404
H -6.2722 1.8760 2.6387
H -6.0243 3.5101 0.7981
H -4.1141 3.3607 -0.7417
H -2.1041 2.5615 -3.8014
H -2.9252 1.5872 -5.9102
H -3.6349 -0.7699 -6.0047
H -3.9203 -2.9434 -4.8961
H -3.7097 -4.3618 -2.8961
H -2.7868 -3.4136 -0.7923
H -2.1056 -1.0660 -0.6924

***

No. 2
113
Properties=species:S:1:pos:R:3 method="wB97M-V/def2-TZVPD" s_squared=0.76 e_lumo_ha="-0.08660 / -0.08788" multiplicity=2 e_tot_ev=-124311.1892 homo_ev="-9.66 / -9.49" charge=+1
Re 1.2875 0.6910 0.7966
I 3.5130 2.1856 1.4396
C 4.3231 2.6648 -0.3952
C 5.6332 2.3524 -0.6110
C 6.2625 2.7532 -1.8038
C 5.5700 3.5140 -2.6937
C 4.2170 3.8727 -2.4703
C 3.5844 4.7487 -3.3818
C 2.3113 5.1641 -3.1561
C 1.5891 4.6312 -2.0739
C 2.1105 3.7151 -1.1863
P 0.8488 3.0073 0.0173
C -0.7043 3.1226 -0.9679
C -0.7237 2.6326 -2.2766
C -1.8898 2.6513 -3.0231
C -3.0655 3.1421 -2.4683
C -3.0600 3.6220 -1.1689
C -1.8861 3.6162 -0.4246
C 0.6945 4.3148 1.2990
C -0.1357 4.0623 2.3940
C -0.2820 4.9939 3.4097
C 0.4205 6.1892 3.3586
C 1.2652 6.4430 2.2884
C 1.4012 5.5163 1.2641
C 3.5137 3.3935 -1.3251
H 6.1900 1.7996 0.1337
H 7.2944 2.4853 -1.9833
H 6.0518 3.8848 -3.5897
H 4.1468 5.1064 -4.2351
H 1.8304 5.8718 -3.8177
H 0.5655 4.9567 -1.9640
H 0.1889 2.2624 -2.7301
H -1.8766 2.2970 -4.0472
H -3.9753 3.1648 -3.0539
H -3.9671 4.0163 -0.7302
H -1.9021 4.0211 0.5763
H -0.6771 3.1195 2.4464
H -0.9410 4.7850 4.2423
H 0.3146 6.9177 4.1514
H 1.8278 7.3665 2.2490
H 2.0699 5.7373 0.4447
N -3.0790 -0.0422 2.4225
C -1.8584 0.4765 2.3587
N -1.3510 1.0651 3.4337
S -1.0838 0.4793 0.8062
H -3.5993 -0.0781 3.2839
H -3.4368 -0.5747 1.6430
H -1.7963 0.9416 4.3294
H -0.3579 1.2875 3.4337
F 2.4064 -2.3075 4.8830
C 2.1943 -1.0020 4.7909
F 1.2579 -0.6424 5.6711
F 3.3189 -0.3481 5.0620
S 1.6119 -0.5986 3.0986
O 2.7108 -0.9217 2.1972
O 1.4332 0.8859 3.1360
O 0.4016 -1.3502 2.9362
C -0.6674 -1.7076 -3.7943
C 0.4301 -1.1593 -2.9510
C 1.8016 -1.2164 -3.0762
C 2.3197 -0.5504 -1.9555
N 1.3217 -0.0798 -1.2054
N 0.1887 -0.4701 -1.8288
C 3.7510 -0.4099 -1.5808
H -0.2476 -2.2810 -4.6173
H -1.2852 -0.9102 -4.2118
H -1.3129 -2.3682 -3.2135
H 2.3657 -1.7054 -3.8526
H -0.7079 -0.2765 -1.4094
H 4.3511 -1.1258 -2.1402
H 3.8954 -0.5941 -0.5125
H 4.1210 0.5881 -1.8123
C -7.1814 -3.3939 0.2039
C -6.2561 -2.1693 0.1718
C -6.9442 -0.9937 0.8784
C -6.0234 -1.7717 -1.2866
C -4.9483 -2.5243 0.8835
C -4.9570 -2.7796 2.2602
C -3.8213 -3.1720 2.9676
C -2.6565 -3.2981 2.2487
O -1.4051 -3.6816 2.6764
B -0.6225 -3.5848 1.5438
O -1.3430 -3.1934 0.4255
C -2.6221 -3.0200 0.8951
C -3.7409 -2.6472 0.1836
H -8.1335 -3.1605 -0.2762
H -7.3868 -3.7101 1.2272
H -6.7294 -4.2354 -0.3238
H -7.8800 -0.7518 0.3723
H -6.3147 -0.0999 0.8587
H -7.1836 -1.2185 1.9177
H -6.9710 -1.4733 -1.7362
H -5.6294 -2.6008 -1.8769
H -5.3355 -0.9263 -1.3724
H -5.8875 -2.6920 2.8054
H -3.8553 -3.3778 4.0287
H -3.6670 -2.4621 -0.8784
O 0.6782 -4.0206 1.5115
C 1.4899 -3.5788 0.5146
O 1.3612 -2.4841 0.0522
C 2.5119 -4.5688 0.0916
C 2.6251 -5.8272 0.6735
C 3.5807 -6.7214 0.2109
C 4.4184 -6.3693 -0.8356
C 4.2791 -5.1113 -1.3962
C 3.3466 -4.2006 -0.9552
N 5.1523 -4.7309 -2.5258
O 5.9014 -5.5722 -2.9632
O 5.0577 -3.5948 -2.9480
H 1.9716 -6.0990 1.4900
H 3.6708 -7.6986 0.6642
H 5.1648 -7.0480 -1.2212
H 3.2487 -3.2320 -1.4195

***

No. 3
107
Properties=species:S:1:pos:R:3 method="wB97M-V/def2-TZVPD" s_squared=8.76 e_lumo_ha="0.07319 / 0.07300" multiplicity=6 e_tot_ev=-145203.0208 homo_ev="-3.81 / -4.14" charge=-1
Mn 0.4235 -0.0901 -1.1381
F 5.0614 1.5309 -4.3639
C 3.7745 1.9817 -4.3327
F 3.1181 1.2304 -5.2113
F 3.8492 3.2200 -4.8747
C 3.2553 2.0037 -2.9366
C 4.0314 2.7081 -2.0073
C 3.6255 2.7594 -0.6809
C 2.4718 2.0949 -0.3215
N 1.7320 1.4055 -1.1956
C 2.0812 1.3776 -2.5055
S 0.9406 0.5094 -3.4547
H 4.9254 3.2154 -2.3384
H 4.1871 3.3148 0.0539
H 2.0989 2.1091 0.6955
C 3.3729 -6.4422 -2.4604
C 1.9875 -6.3686 -3.0351
C 1.5306 -7.3643 -3.8805
C 0.2675 -7.3122 -4.4487
C -0.5458 -6.2240 -4.1853
C -0.1109 -5.2110 -3.3525
C 1.1459 -5.2801 -2.7489
N 1.6182 -4.2914 -1.8830
C 0.9246 -3.1869 -1.4205
N -0.3234 -3.4427 -0.9684
C -1.3816 -2.5468 -0.7400
C -1.2626 -1.1845 -1.0756
C -2.4247 -0.4141 -0.9243
C -3.5885 -0.9254 -0.3816
C -3.6451 -2.2573 -0.0048
C -2.5587 -3.0918 -0.2088
C -2.6467 -4.5479 0.1643
N 1.5081 -2.0302 -1.2675
C 2.7875 -1.8155 -1.8212
C 3.0377 -2.0352 -3.1819
C 4.2737 -1.7509 -3.7256
C 5.2890 -1.2667 -2.9170
C 5.0521 -1.0608 -1.5673
C 3.8151 -1.3224 -0.9988
C 3.5661 -1.0974 0.4630
H 3.8236 -7.4037 -2.6934
H 3.3579 -6.3161 -1.3783
H 4.0081 -5.6621 -2.8849
H 2.1766 -8.2019 -4.1061
H -0.0678 -8.1033 -5.1011
H -1.5233 -6.1538 -4.6365
H -0.7393 -4.3465 -3.2036
H 2.6206 -4.1569 -1.8992
H -0.5761 -4.4205 -0.9492
H -2.4038 0.6286 -1.2351
H -4.4456 -0.2816 -0.2382
H -4.5473 -2.6596 0.4348
H -3.5896 -4.7407 0.6686
H -1.8354 -4.8364 0.8348
H -2.6048 -5.1905 -0.7173
H 2.2352 -2.3897 -3.8143
H 4.4356 -1.8980 -4.7833
H 6.2525 -1.0335 -3.3410
H 5.8476 -0.6835 -0.9390
H 4.2825 -0.3862 0.8675
H 3.6568 -2.0324 1.0185
H 2.5508 -0.7187 0.6186
C -5.0569 -0.1069 4.3792
C -3.9547 -0.9784 3.7773
N -2.7481 -1.0192 4.5715
C -2.8136 -1.6762 5.8667
C -2.7406 -0.6602 7.0044
C -1.4976 -0.7542 4.0869
O -0.4985 -1.1607 4.6681
C -1.3762 0.0980 2.8826
C -2.0876 1.3115 2.7512
C -1.7965 2.1121 1.6509
C -0.8379 1.7215 0.7499
N -0.1446 0.5428 0.8594
C -0.4266 -0.2180 1.9318
H -5.8976 -0.0599 3.6913
H -4.7034 0.9046 4.5548
H -5.4136 -0.5177 5.3213
H -3.7004 -0.6183 2.7801
H -4.3410 -2.0025 3.6788
H -1.9583 -2.3549 5.9416
H -3.7369 -2.2559 5.9267
H -1.8210 -0.0901 6.9123
H -2.7380 -1.1697 7.9651
H -3.5848 0.0230 6.9724
H -2.7795 1.6263 3.5138
H -2.3070 3.0529 1.5058
H -0.5773 2.3473 -0.0977
H 0.1493 -1.1304 2.0358
S -3.9286 8.0419 -0.8665
C -2.6879 6.9779 -1.0807
S -2.6758 5.7113 -2.2871
C -1.0950 5.1320 -1.5990
N -0.7224 5.8617 -0.6090
N -1.5643 6.8822 -0.3311
C -1.1962 7.7066 0.7407
C -1.4552 9.0725 0.7454
C -1.0467 9.8372 1.8230
C -0.3812 9.2545 2.8886
C -0.1021 7.8981 2.8672
C -0.5038 7.1233 1.7991
S -0.2874 3.8262 -2.2277
H -1.9701 9.5304 -0.0817
H -1.2421 10.8994 1.8193
H -0.0738 9.8597 3.7289
H 0.4328 7.4386 3.6868
H -0.2904 6.0662 1.7613

***

No. 4
101
Properties=species:S:1:pos:R:3 method="wB97M-V/def2-TZVPD" e_lumo_ha=-0.24299 e_tot_ev=-95330.0345 homo_ev=-11.28 charge=+2
Zr -0.0310 -1.2151 -0.1772
N 2.3515 -4.5962 1.6254
C 1.3903 -3.8987 1.0219
S 0.7816 -2.4851 1.8559
N 0.9060 -4.3553 -0.1143
N 0.0124 -3.4793 -0.6413
C -0.8797 -3.9465 -1.4317
C -1.7413 -3.0213 -2.1584
C -2.8358 -3.4871 -2.8694
C -3.5822 -2.5679 -3.5938
C -3.2065 -1.2339 -3.5870
C -2.1264 -0.8454 -2.8159
N -1.4027 -1.7158 -2.0988
H 2.6630 -4.3518 2.5489
H 2.6264 -5.4850 1.2383
H -0.9706 -5.0184 -1.5844
H -3.0943 -4.5365 -2.8550
H -4.4447 -2.8950 -4.1594
H -3.7513 -0.4917 -4.1527
H -1.8267 0.1913 -2.7516
Te -1.2902 4.0341 0.8592
C -1.1665 4.4029 2.9345
C -0.7269 5.6393 3.3883
C -0.5884 5.8366 4.7569
N -0.8401 4.9012 5.6665
C -1.2704 3.7245 5.2214
C -1.4561 3.4301 3.8794
C -0.9063 1.9968 0.9546
P 0.7013 1.3112 0.8706
C 1.6247 1.6706 2.3823
C 1.9535 0.6827 3.3048
C 2.5297 1.0281 4.5198
C 2.7734 2.3600 4.8196
C 2.4546 3.3517 3.8996
C 1.8868 3.0107 2.6843
C 1.6397 2.0625 -0.4984
C 0.9897 2.1987 -1.7262
C 1.6463 2.7381 -2.8202
C 2.9672 3.1537 -2.6979
C 3.6191 3.0220 -1.4819
C 2.9613 2.4756 -0.3864
P -1.8917 0.7856 0.2168
C -2.0533 -0.6100 1.4535
C -2.6368 -1.8188 1.0448
C -2.8225 -2.8571 1.9465
C -2.4268 -2.6963 3.2691
C -1.8361 -1.5096 3.6832
C -1.6307 -0.4784 2.7769
C -3.6329 1.2825 0.1592
C -4.2074 1.6682 -1.0494
C -5.5065 2.1536 -1.0848
C -6.2294 2.2610 0.0932
C -5.6560 1.8856 1.3020
C -4.3619 1.3958 1.3404
H -0.4739 6.4414 2.7056
H -0.2450 6.7942 5.1328
H -1.4825 2.9760 5.9783
H -1.8040 2.4501 3.5780
H 1.7553 -0.3582 3.0854
H 2.7829 0.2571 5.2357
H 3.2128 2.6276 5.7713
H 2.6417 4.3909 4.1351
H 1.6346 3.7877 1.9715
H -0.0578 1.9244 -1.8166
H 1.1220 2.8628 -3.7596
H 3.4788 3.5965 -3.5423
H 4.6434 3.3553 -1.3766
H 3.4878 2.3747 0.5548
H -3.0403 -1.9072 0.0373
H -3.2942 -3.7784 1.6295
H -2.5797 -3.4982 3.9792
H -1.5296 -1.3885 4.7142
H -1.1614 0.4530 3.0780
H -3.6317 1.6162 -1.9671
H -5.9467 2.4606 -2.0241
H -7.2402 2.6458 0.0745
H -6.2201 1.9800 2.2203
H -3.9236 1.1160 2.2902
C 1.9284 -4.0882 -3.4979
N 2.2150 -2.8639 -4.3017
C 1.7451 -3.0061 -5.7070
C 1.6755 -1.6169 -3.6246
C 2.5579 -1.2600 -2.4591
C 3.9000 -1.0272 -2.7742
C 4.8359 -0.7854 -1.7875
C 4.4119 -0.7574 -0.4683
C 3.0703 -0.9303 -0.1697
C 2.0802 -1.1793 -1.1422
H 2.5258 -4.9113 -3.8816
H 0.8711 -4.3181 -3.6087
H 2.1718 -3.8931 -2.4554
H 3.2318 -2.7552 -4.3103
H 0.6650 -3.1342 -5.6967
H 2.2168 -3.8778 -6.1532
H 2.0090 -2.1096 -6.2615
H 0.6575 -1.8568 -3.3243
H 1.6480 -0.8409 -4.3908
H 4.2218 -1.0007 -3.8142
H 5.8713 -0.6063 -2.0439
H 5.1187 -0.5724 0.3305
H 2.7939 -0.8477 0.8750